# 1
C4H8O | ωB97M-V/def2-TZVPD

Structure (ORCA input):
```
! RIJCOSX wB97M-V def2-TZVPD def2/J DEFGRID3
* xyz 0 1
H -0.6640 -1.1504 -1.2337
H 2.6114 0.0164 0.1121
O -0.1828 1.3585 -0.9870
H 1.3440 -1.2117 -0.1774
H 0.8822 1.7030 0.7954
H -1.5403 1.1314 0.6645
C 0.5660 0.8792 0.1531
H 1.3585 -0.3810 1.3715
C -1.3270 -0.7551 -0.4567
H -2.3334 -0.6849 -0.8795
C -0.8565 0.6000 0.0024
H -1.3483 -1.4515 0.3881
C 1.5610 -0.2499 0.2973
*
```

As for the structure (SMILES): C[C@@H]1O[C@@H]1C. The largest force on an atom comes out at 0.019 Eh/bohr. Its HOMO-LUMO gap is 11.28 eV. As for the total energy: -232.39304 hartree. Its relative energy (zero: lowest compared OMol25 entry of this formula, charge and spin) is 138.1 kJ/mol. For the LUMO energy, the calculation gives 0.041 Eh. The highest occupied orbital energy comes out at -0.3738 Ha.

---

# 2
C22H41IN9O16P | ωB97M-V/def2-TZVPD

Structure (ORCA input):
```
! RIJCOSX wB97M-V def2-TZVPD def2/J DEFGRID3
* xyz 2 1
C -2.4569 2.3418 0.6807
O 5.7249 -1.4047 -0.8021
N -3.1469 2.2602 1.9519
N -4.5469 -4.2191 6.6595
H -2.9542 2.7217 -0.2872
H -3.2064 -3.1606 5.4550
N -1.0612 -1.1229 -2.3244
H -6.8293 -3.1110 -0.0911
O -8.3726 -4.8680 2.6307
H -3.0924 1.8017 4.1935
O -6.2738 -4.7988 3.1905
C -6.6097 0.8821 2.3350
H -8.3721 -6.0891 4.9190
H 8.0940 5.9349 -3.0025
H -5.7239 -1.1175 2.7418
H 3.1505 -1.1843 -0.7322
C -5.4038 1.3520 1.3626
C 2.4247 1.2327 2.6654
C -0.9801 1.9046 0.5883
N -7.4661 -4.9159 3.4438
H 5.3234 -0.6349 -3.5764
C -1.0403 1.3578 3.2330
H -4.7791 3.5374 1.1839
H 0.6953 -0.2547 -0.2797
N 0.0359 -0.2474 -6.7165
H 11.6560 2.9889 -1.0425
C 2.9676 -0.5258 0.1964
H -7.5943 -1.1782 2.7451
C -6.2085 -2.5656 0.7167
H 3.8811 0.1654 -2.8574
C -4.6106 2.6681 1.9278
H -3.9797 -2.1933 6.7514
O -1.1817 -0.2687 -6.6249
C -7.8481 -5.1356 4.8637
H 10.0341 2.2668 -1.3336
H -1.9358 -0.8447 -4.2203
O 2.8913 -1.8373 -4.8620
C 0.6547 -1.0432 -7.8092
H 9.2431 5.9544 -4.3859
N 10.0303 4.2555 -0.6865
C -0.2615 1.3778 1.8945
I 7.3303 1.0542 1.0564
H -4.9899 2.9805 2.9624
H 1.3167 -1.7756 -7.3477
H -0.3079 -1.5936 -4.2165
C 4.2744 -0.3761 -3.7173
N 3.5105 -1.6475 -3.8326
C 8.1967 5.9101 -4.0865
O 9.8910 4.0841 0.5146
H 2.2680 1.8814 3.5854
H -7.6267 1.3397 2.0355
H 10.7190 3.4394 -2.5027
O 8.1836 3.5981 -4.1267
C 1.5408 0.0059 0.4380
O -1.6091 -0.0972 -1.9590
O -6.6445 -1.1785 0.8245
H 7.6300 6.7178 -4.5462
O 9.6983 5.2507 -1.3080
H -0.1342 -1.5376 -8.3732
H 1.2092 -0.3534 -8.4446
H -6.9461 -5.1562 5.4720
O -0.3426 -1.8226 -1.6309
P 5.7147 -0.8298 0.8339
C 1.2486 0.9011 1.7092
N 7.6497 4.6106 -4.5574
H -5.7461 1.4970 0.2684
C -6.6759 -0.7382 2.1962
H -1.7422 -2.5475 -3.6959
H 5.0641 -2.1457 -0.7984
C 10.6604 3.1498 -1.4550
H -5.1036 -2.6596 0.3719
H -4.6743 0.4524 1.3214
O -5.6605 -3.8812 7.0308
O 6.7112 4.6449 -5.3352
C -3.5281 -3.1505 6.4960
O 0.7947 0.3727 -5.9865
H -6.4237 1.2013 3.4325
H 4.1389 0.2012 -4.6304
C -1.2810 -1.5607 -3.7274
H -0.5479 1.0154 4.2111
C 3.8318 0.6381 2.3090
C -2.5410 1.8304 3.1840
H -6.2500 -3.1339 1.7334
O 3.5607 -2.4149 -2.8757
H -0.4276 1.9573 -0.4222
H 4.7429 0.8344 2.9805
H -8.4948 -4.3108 5.1611
N 4.0334 -0.2024 1.1282
H -2.7016 -3.3790 7.1682
O -4.1937 -5.3578 6.4102
*
```

The largest force on an atom comes out at 0.084 Eh/bohr. Its HOMO-LUMO gap is 5.66 eV. As for the total energy: -3197.09364 hartree. For the LUMO energy, the calculation gives -0.283 Eh. The highest occupied orbital energy comes out at -0.4912 Ha.

---

# 3
C30H49Br4O19 | ωB97M-V/def2-TZVPD

Structure (ORCA input):
```
! RIJCOSX wB97M-V def2-TZVPD def2/J DEFGRID3
* xyz 0 2
H 9.6234 -29.1551 6.6908
H 12.2787 -24.6618 9.7503
C 5.4397 -24.7553 7.3314
H 10.4881 -27.8933 7.5733
Br 14.8676 -24.3797 10.1838
H 4.4563 -21.5969 11.9066
C 11.2870 -21.8940 11.6973
H 9.4794 -25.1642 11.4783
C 6.1728 -25.9491 5.3431
H 11.5089 -23.6365 3.4301
O 11.5897 -31.9526 4.2341
O 6.3348 -23.5445 5.6814
H 12.2176 -23.7876 7.3778
H 6.9936 -23.1997 11.6060
C 9.3018 -26.2372 11.5509
H 8.3508 -23.7227 9.4017
C 5.0982 -22.2167 11.2804
H 9.2723 -25.6364 4.2543
C 6.2931 -22.7949 6.7750
C 4.4189 -23.5127 10.8788
O 11.6778 -24.5655 13.8257
O 5.0393 -26.5896 10.0401
O 9.6514 -22.6303 8.2126
H 12.8244 -23.1303 9.7576
O 8.9044 -21.1567 4.6229
O 7.1874 -21.2780 10.9116
H 5.1175 -24.0726 10.2570
C 11.7743 -31.0423 5.0700
H 6.5341 -21.9099 12.7603
O 5.6608 -23.4838 7.7815
H 10.8871 -25.6585 4.9557
C 5.7300 -27.5751 9.9066
C 9.7920 -20.6607 13.4670
O 10.0056 -23.0709 4.5350
O 9.0422 -22.4502 2.8176
H 9.3064 -21.9520 11.7970
C 7.5101 -28.8322 9.3208
O 6.9373 -27.5296 9.3911
H 10.2959 -26.7226 13.4032
H 4.1858 -24.1752 11.7123
C 10.3213 -25.4164 4.0561
H 12.3101 -28.2075 5.6453
H 8.6449 -24.4054 2.4340
H 5.6878 -30.6591 8.4826
O 10.1381 -23.0348 13.3024
H 9.9867 -25.1051 7.2661
C 12.4160 -29.9868 6.9247
H 9.9345 -23.5423 1.4321
H 5.4777 -26.7800 5.4627
Br 10.6799 -27.1860 10.4884
H 8.2948 -26.4436 11.1884
H 9.8574 -27.5135 6.0492
C 5.5364 -24.6860 5.8481
C 10.3321 -28.3333 6.5883
O 11.9467 -23.0366 12.1138
H 10.0311 -24.0680 9.6074
O 11.2792 -29.7942 4.9263
H 10.3903 -20.8091 14.3660
H 8.4860 -28.8950 9.8023
C 10.0748 -21.8903 12.5677
H 6.7850 -31.7741 9.5645
H 11.1137 -21.8958 10.6212
O 12.4928 -31.2028 6.1761
C 9.2726 -26.6338 13.0385
C 9.3118 -22.1636 4.0469
C 13.1499 -24.1759 7.7878
H 11.8058 -30.1404 7.8147
H 10.1602 -19.7425 13.0095
H 8.6497 -26.0455 13.7123
H 11.8718 -21.0468 12.0556
C 9.1036 -25.0123 7.8984
C 9.2828 -23.8392 8.8486
O 6.8409 -21.7146 6.8674
C 10.4912 -23.9992 3.5744
C 6.0010 -31.0240 9.4607
C 11.6305 -28.9612 6.0430
H 5.1393 -31.4345 9.9872
H 4.6184 -24.4078 5.3305
H 7.6692 -29.1764 8.2989
H 8.2538 -24.7815 7.2560
H 6.9880 -29.9528 11.1398
C 13.0920 -24.0866 9.3081
O 5.4392 -28.8720 10.2574
Br 8.5544 -28.4989 13.2155
C 6.5197 -22.2244 11.7168
O 5.1683 -21.4198 10.0883
H 8.9039 -25.9809 8.3567
C 6.3727 -20.8189 9.9691
Br 13.2442 -26.0511 7.1111
H 6.3415 -25.8573 4.2701
H 7.1572 -26.0522 5.7998
H 3.5364 -23.4239 10.2452
H 13.3810 -29.5616 7.2004
H 14.0780 -23.7204 7.4425
H 6.2273 -25.2992 7.8529
O 6.6546 -19.9593 9.1141
C 6.5458 -29.7337 10.1679
C 9.4668 -23.6901 2.4056
H 4.5011 -25.1861 7.6797
H 10.6314 -26.1630 3.3250
H 8.7977 -20.4663 13.8693
C 11.3160 -23.5759 13.1814
*
```

The largest force on an atom comes out at 0.135 Eh/bohr. Its HOMO-LUMO gap (alpha / beta) is 10.01 / 8.33 eV. As for the total energy: -12898.04852 hartree. For the LUMO energy (alpha / beta), the calculation gives -0.001 / -0.063 Eh. The highest occupied orbital energy (alpha / beta) comes out at -0.3686 / -0.3685 Ha.

---

# 4
C22H21GaIN6O4S2 | ωB97M-V/def2-TZVPD

Structure (ORCA input):
```
! RIJCOSX wB97M-V def2-TZVPD def2/J DEFGRID3
* xyz 1 1
H -3.2024 -2.9838 -0.2256
N -1.6257 1.9140 -1.9468
C 1.0860 3.4177 -0.2566
H -1.3555 0.9394 -2.0009
C 1.7187 -0.9257 -3.5297
C 3.0933 -3.1664 0.2897
H 1.2138 5.5668 -0.6558
O 2.2754 0.2027 -1.4754
H 3.5868 -3.9970 -0.2072
H -2.7688 2.9552 3.9322
O 0.1818 -0.2595 -1.8057
N 0.2438 2.3680 -0.5971
O 1.3485 -1.0652 0.8994
O -2.9857 -4.9387 -0.8666
I -0.1688 1.3939 3.6036
H 3.4676 -2.2237 -0.1145
C -4.3321 1.8692 1.1416
C 1.3872 -0.2862 -2.2188
C -0.1970 -4.4589 -0.6916
C -2.5380 -3.6048 -0.8387
C -0.7142 2.7446 -1.4201
H -4.9039 3.2023 2.7258
S -0.6887 4.4463 -1.7418
C 1.6117 -3.2678 0.0808
H -2.6297 -3.2460 -1.8668
C -4.1268 2.5709 2.3172
Ga 0.8484 0.5342 0.0685
C 3.4185 1.3896 1.5021
H 3.0587 -0.5909 1.6439
H 3.4184 4.8478 0.9221
H -5.2713 1.9613 0.6126
H -3.5122 0.4903 -0.2732
C 0.7294 4.6120 -0.7685
C -3.3438 1.0394 0.6448
H 1.6941 -2.0083 -3.3855
C 3.2654 3.7854 1.0063
H -2.9160 -5.3250 0.0124
N -1.1274 0.0333 0.7595
H 0.9689 -0.6728 -4.2762
N 3.7095 0.1494 1.8972
C 2.2410 3.0430 0.5413
C -1.9264 1.6329 2.4768
C -2.9244 2.4439 2.9927
C -2.1161 0.9090 1.2953
H -2.5020 -1.4645 0.8141
C -1.4755 -1.1952 0.5665
C -0.5962 -2.2611 0.1578
S 4.4036 2.7808 1.8350
C -1.0967 -3.4516 -0.4086
H 3.3363 -3.2008 1.3551
N 2.3284 1.6965 0.8360
H 4.5536 -0.0587 2.3963
H -0.5313 -5.3796 -1.1524
H 2.7099 -0.6374 -3.8658
C 0.7905 -2.1633 0.3946
N 1.1148 -4.3657 -0.4562
H -2.2277 2.2583 -2.6748
*
```

The largest force on an atom comes out at 0.015 Eh/bohr. Its HOMO-LUMO gap is 7.89 eV. As for the total energy: -4499.29444 hartree. Its relative energy (zero: lowest compared OMol25 entry of this formula, charge and spin) is 26.2 kJ/mol. For the LUMO energy, the calculation gives -0.115 Eh. The highest occupied orbital energy comes out at -0.4050 Ha.